# C21H19F5MoN9O10STe

A molecular structure, C21H19F5MoN9O10STe in a non-equilibrium geometry (wB97M-V/def2-TZVPD, the OMol25 dataset).

Structure (XYZ):
```
67
Properties=species:S:1:pos:R:3:forces:R:3:nbo_charge:R:1
Mo -0.163202 -1.200750 -0.813247 0.497 -0.753 0.877 1.58
S 1.279696 0.428048 -0.015787 0.219 -0.148 -0.088 -0.07
C 0.537455 0.763537 1.559583 0.011 0.377 0.387 0.18
N 1.079887 1.645438 2.413976 0.009 -0.125 -0.306 -0.19
N 2.131733 2.308301 2.026266 -0.045 0.031 0.142 -0.29
C 2.835300 3.135884 2.920783 -0.030 -0.057 -0.089 0.19
C 3.796684 3.991365 2.393497 0.032 0.007 0.077 -0.25
C 4.519709 4.801958 3.251337 -0.009 -0.003 -0.021 -0.19
C 4.280291 4.758485 4.618267 0.006 0.004 0.001 -0.20
C 3.315362 3.899214 5.128090 -0.018 -0.022 -0.009 -0.18
C 2.585117 3.076739 4.286742 0.040 0.097 0.017 -0.24
N -0.526342 0.143725 1.984821 -0.173 -0.387 -0.162 -0.27
N -1.032188 -0.812513 1.160106 0.337 0.285 -0.299 -0.30
C -1.838560 -1.666250 1.749990 -0.334 -0.215 -0.113 0.29
C -1.955525 -1.662915 3.255074 -0.030 -0.002 0.020 0.11
C -2.782727 -2.772648 3.816103 0.007 0.000 0.022 -0.12
C -3.474315 -3.609437 3.046219 0.043 0.057 -0.116 -0.24
C -3.421597 -3.476982 1.600540 -0.076 -0.054 0.104 -0.07
C -2.645515 -2.563646 0.982279 0.167 0.091 0.053 -0.29
H 2.504327 2.205388 1.085634 -0.014 0.002 -0.001 0.39
H 3.974107 4.026833 1.325275 -0.002 -0.018 -0.015 0.22
H 5.268889 5.470252 2.849802 0.005 0.003 0.006 0.23
H 4.848333 5.390944 5.286238 0.000 0.006 0.002 0.23
H 3.134022 3.859991 6.193510 0.003 0.010 0.004 0.23
H 1.839477 2.397815 4.671938 -0.015 -0.010 -0.009 0.24
H -2.385524 -0.693521 3.544305 0.067 -0.003 0.049 0.24
H -2.786285 -2.846070 4.895391 -0.011 0.006 0.007 0.24
H -4.077658 -4.395458 3.476786 -0.006 -0.001 0.011 0.24
H -4.035895 -4.141209 1.005288 -0.009 0.014 -0.004 0.22
H -2.645362 -2.478511 -0.096234 0.018 -0.011 0.024 0.23
C -1.501025 -5.024996 -1.353280 0.007 -0.025 0.004 -0.26
O -1.354214 -4.576677 -2.723070 0.066 0.042 0.036 -0.47
C -1.307919 -3.286100 -2.951273 -0.137 -0.096 -0.039 0.94
O -1.417507 -2.420732 -2.061565 -0.247 -0.025 -0.155 -0.71
N -1.192545 -3.027208 -4.257415 0.070 0.047 -0.036 -0.43
N -1.110363 -1.724838 -4.756940 0.080 -0.060 0.036 -0.64
H -1.499591 -6.107040 -1.414517 0.007 0.006 -0.007 0.22
H -2.449112 -4.669911 -0.958917 -0.001 -0.011 0.006 0.19
H -0.670567 -4.674015 -0.746468 -0.029 -0.007 -0.014 0.22
H -1.139141 -3.824801 -4.876280 -0.012 0.012 0.013 0.41
H -1.898897 -1.555372 -5.371363 -0.011 0.029 0.044 0.38
H -0.254433 -1.642745 -5.296732 -0.043 -0.004 -0.014 0.37
O 1.034956 4.502379 -5.537856 0.302 0.061 0.168 -0.35
N 0.253245 4.693133 -4.632959 -0.682 -0.227 -0.568 0.53
O -0.311371 5.733122 -4.384386 0.191 0.129 0.196 -0.34
C -0.151340 3.514141 -3.845892 0.299 -0.005 0.140 -0.02
C 0.542884 2.344707 -4.003266 -0.189 0.145 0.062 -0.10
C 0.163767 1.250915 -3.226671 0.295 -0.175 0.026 -0.10
C -0.924531 1.283653 -2.313965 0.200 0.040 -0.111 0.50
O -1.314211 0.247381 -1.671645 -0.213 -0.260 0.080 -0.67
C -1.553648 2.546264 -2.186246 -0.119 -0.042 -0.059 -0.06
C -1.193560 3.636349 -2.934735 -0.035 -0.065 0.063 -0.09
N -2.618531 2.734080 -1.182511 0.260 0.199 0.141 0.53
O -3.422230 3.610155 -1.403486 -0.152 -0.068 -0.074 -0.34
O -2.559887 2.056505 -0.179350 -0.055 -0.075 -0.016 -0.35
N 0.972453 0.067721 -3.402800 -0.019 -0.021 -0.330 0.56
O 1.735446 0.010867 -4.326076 -0.210 -0.075 0.242 -0.26
O 0.904266 -0.928876 -2.616391 -0.124 0.297 0.060 -0.43
H 1.360990 2.286744 -4.704958 0.029 -0.006 0.018 0.29
H -1.709585 4.578529 -2.811524 -0.001 -0.002 0.006 0.30
F 3.084261 -2.191578 0.653468 0.062 0.030 0.139 -0.69
Te 1.816399 -2.973331 1.884617 0.414 -0.138 -0.213 2.60
F 3.169447 -3.422692 3.090420 -0.335 -0.096 0.104 -0.62
F 2.257938 -4.503904 0.940045 -0.093 0.065 -0.035 -0.61
F -0.688510 -1.746821 3.823732 -0.022 0.054 -0.023 -0.34
F 0.306316 -4.107991 2.374964 0.133 0.006 0.167 -0.70
O 0.480655 -2.671024 -0.237280 -0.370 1.141 -0.627 -0.61
```
Forces are in eV/Å.

## Properties
* gap between HOMO and LUMO (spin up / spin down): 0.190 / 0.207 hartree
* E_tot: -3290.0816 hartree
* highest occupied orbital energy (spin up / spin down): -10.18 / -11.20 eV
* strongest force on any atom: 1.353 eV Å⁻¹
* total charge: +1
* spin multiplicity: 3
* LUMO energy (spin up / spin down): -0.1838 / -0.2047 Eh

---

# C21H19Fe2O5

A molecular structure, C21H19Fe2O5 in a non-equilibrium geometry (wB97M-V/def2-TZVPD, the OMol25 dataset).

Structure (XYZ):
```
47
Properties=species:S:1:pos:R:3:forces:R:3:nbo_charge:R:1
C -0.770200 1.718612 2.304978 -0.037 0.153 0.356 -0.66
C 0.087527 0.633079 1.702522 0.077 -1.032 -0.622 0.05
C -0.390758 -0.629469 1.616206 -0.147 0.680 0.066 -0.52
C 1.442633 0.985258 1.181737 -0.748 0.109 -0.648 -0.65
Fe 2.922882 0.618651 2.417667 1.274 2.878 0.967 -0.18
C 2.359884 1.942775 3.573783 -1.192 2.102 0.390 0.73
O 2.002596 2.820825 4.244575 1.048 -2.418 -1.462 -0.48
C 3.934258 1.769479 1.373107 -0.544 2.824 -0.952 0.74
O 4.316758 2.699688 0.792626 -0.442 -2.796 1.343 -0.47
C 2.872567 -1.413358 2.192592 0.710 -0.124 0.511 -0.24
C 2.437957 -1.040539 3.507914 0.085 -0.382 -0.047 -0.27
C 3.490742 -0.281844 4.128952 0.807 -1.230 -0.342 -0.21
C 4.583477 -0.194426 3.198249 0.075 -0.865 0.660 -0.27
C 4.198538 -0.893712 1.998348 -0.306 -0.932 0.386 -0.25
H -0.302949 2.705749 2.198985 -0.173 -0.215 0.012 0.22
H -1.761947 1.745161 1.822698 0.341 0.048 0.228 0.21
H -0.932208 1.538495 3.381556 0.010 0.108 -0.383 0.23
H 0.204290 -1.439347 1.192194 -0.198 0.184 0.106 0.18
H -1.381805 -0.860460 2.010731 0.236 -0.116 -0.104 0.20
H 1.710409 0.383338 0.293083 -0.329 0.406 0.141 0.19
H 1.506897 2.062599 0.968245 -0.290 -0.326 -0.360 0.19
H 2.328034 -2.039838 1.491164 0.110 0.370 0.166 0.24
H 1.498968 -1.329786 3.976092 0.265 0.231 -0.241 0.26
H 3.502135 0.067943 5.158544 -0.093 0.133 -0.398 0.26
H 5.551682 0.260443 3.393173 -0.373 -0.010 -0.108 0.25
H 4.823346 -1.068824 1.126078 -0.226 0.198 0.218 0.25
O -2.969928 -0.785428 -6.380793 0.505 0.014 3.740 -0.40
C -2.709267 -0.690550 -5.251859 -0.558 -0.244 -5.304 0.71
Fe -2.154981 -0.295935 -3.628059 0.908 -2.188 -0.021 -0.35
C -0.536981 0.009594 -4.320920 3.738 1.198 -3.234 0.70
O 0.397761 0.324064 -4.934892 -2.752 -1.097 2.349 -0.40
C -2.579219 1.395056 -3.969867 -0.956 4.392 -0.525 0.70
O -2.768832 2.475659 -4.355176 0.528 -3.515 1.262 -0.41
C -1.487411 -0.044158 -1.590491 1.399 0.048 -1.495 -0.25
C -2.728964 0.220838 -0.938878 -2.984 0.268 0.744 -0.20
C -3.904758 -0.166715 -1.494517 0.751 1.488 2.481 -0.19
C -3.942113 -0.819759 -2.770562 -0.043 0.090 -1.650 -0.32
C -3.217311 -2.023585 -3.032157 -2.125 0.102 0.556 -0.17
C -2.031734 -2.347476 -2.380736 0.620 -0.470 -1.109 -0.07
C -1.121274 -1.324022 -2.088477 0.659 1.230 2.343 -0.19
H -0.667268 0.670214 -1.427872 -0.311 -0.485 0.030 0.27
H -2.721622 0.832621 -0.029210 0.056 -0.503 -0.238 0.25
H -4.852398 0.124413 -1.033122 0.297 -0.308 0.021 0.25
H -4.826632 -0.634860 -3.396467 0.320 -0.324 0.384 0.26
H -3.669568 -2.739965 -3.728925 0.324 0.063 0.396 0.27
H -1.694354 -3.386713 -2.359581 0.175 0.322 -0.620 0.26
H -0.048863 -1.553807 -2.133251 -0.491 -0.057 0.007 0.27
```
Forces are in eV/Å.

## Properties
* gap between HOMO and LUMO: 0.201 hartree
* E_tot: -3714.8481 hartree
* highest occupied orbital energy: -10.21 eV
* strongest force on any atom: 5.339 eV Å⁻¹
* total charge: +1
* LUMO energy: -0.1742 Eh

---

# C21H19FeNO5

A molecular structure, C21H19FeNO5 in a non-equilibrium geometry (wB97M-V/def2-TZVPD, the OMol25 dataset).

Structure (XYZ):
```
47
Properties=species:S:1:pos:R:3:forces:R:3:nbo_charge:R:1
C 4.470236 1.580952 -1.265212 0.321 0.102 -0.354 -0.63
C 3.172554 2.127160 -0.748199 -0.262 -0.140 -0.070 -0.08
O 2.114170 1.299565 -1.307258 -0.319 0.760 0.605 -0.52
C 0.884008 1.696175 -0.886026 0.021 0.149 0.555 0.74
C -0.159541 0.748243 -1.355543 1.131 0.823 -3.347 -0.01
N -1.359024 1.221612 -1.423111 -1.430 0.682 0.985 -0.45
C -2.466660 0.687848 -1.889789 0.578 -0.517 -0.213 0.07
C -3.718659 1.404496 -1.800604 -0.550 0.164 0.076 -0.03
C -4.957282 0.743070 -2.003104 0.176 0.369 0.114 -0.21
C -6.159055 1.428211 -1.797918 0.355 0.039 -0.023 -0.22
C -6.141644 2.785193 -1.431829 0.138 -0.329 -0.091 -0.20
C -4.920758 3.454999 -1.273264 0.117 -0.492 -0.121 -0.22
C -3.715746 2.767620 -1.443252 -0.494 0.122 0.053 -0.18
O 0.662742 2.672364 -0.208431 0.399 -0.475 -0.364 -0.57
H 5.295399 2.029376 -0.705927 -0.003 -0.141 -0.066 0.22
H 4.510950 0.491509 -1.184966 0.032 0.133 0.141 0.21
H 4.600022 1.839767 -2.320244 0.017 -0.087 0.101 0.21
H 3.118473 2.068070 0.348869 -0.116 0.098 -0.322 0.19
H 3.010238 3.165591 -1.072192 0.037 -0.303 0.272 0.20
H 0.235487 0.028945 -2.116018 -0.411 0.223 0.652 0.17
H -2.468443 -0.317630 -2.333814 -0.063 0.055 0.109 0.16
H -4.953141 -0.313932 -2.290990 -0.059 0.393 0.124 0.21
H -7.109962 0.900154 -1.916633 0.354 0.238 0.025 0.22
H -7.087336 3.306562 -1.268777 0.330 -0.116 -0.067 0.22
H -4.909292 4.508757 -1.007879 0.000 -0.173 -0.019 0.22
H -2.757831 3.263031 -1.291720 -0.247 -0.121 -0.016 0.24
O 3.450632 -4.918050 3.693918 -0.577 2.489 -1.244 -0.49
C 3.061786 -4.018104 3.053732 1.765 -4.173 2.946 0.56
Fe 2.172800 -3.113839 1.882120 1.869 1.124 -1.489 -0.02
C 2.492389 -4.134420 0.437499 -0.076 -3.170 -3.494 0.54
O 2.421491 -4.957603 -0.385350 0.307 1.907 1.894 -0.48
C 0.773237 -4.105286 2.204468 -3.759 -3.474 0.772 0.55
O 0.018494 -4.953708 2.463329 1.363 1.894 -0.407 -0.50
C 0.346092 -0.772697 0.213745 1.359 -4.339 1.571 -0.20
C -0.274854 -0.456842 1.437668 -1.135 0.998 0.449 -0.27
C 0.088450 -0.966076 2.664674 0.523 0.024 0.271 -0.10
C 1.301254 -1.661350 3.028637 -1.885 2.005 2.070 -0.42
C 2.578521 -1.194795 2.509565 0.299 -0.291 -1.107 -0.18
C 2.702300 -1.144714 1.116252 0.971 1.634 1.082 -0.34
C 1.609648 -1.458728 0.250939 -1.734 1.393 -2.391 -0.23
H -0.335393 -1.122807 -0.584213 0.514 0.341 0.540 0.24
H -1.219794 0.109793 1.382707 0.446 -0.360 0.090 0.22
H -0.631699 -0.820585 3.476219 0.131 -0.125 -0.245 0.22
H 1.266090 -2.076663 4.052615 0.218 0.658 -0.506 0.24
H 3.443013 -1.024165 3.164682 -0.443 -0.043 -0.259 0.24
H 3.674590 -0.905522 0.658709 -0.356 -0.225 0.268 0.24
H 1.871071 -1.891530 -0.728103 0.144 0.282 0.450 0.21
```
Forces are in eV/Å.

## Properties
* gap between HOMO and LUMO (spin up / spin down): 0.207 / 0.239 hartree
* E_tot: -2506.0296 hartree
* highest occupied orbital energy (spin up / spin down): -5.88 / -8.63 eV
* strongest force on any atom: 5.405 eV Å⁻¹
* total charge: 0
* spin multiplicity: 5
* LUMO energy (spin up / spin down): -0.0088 / -0.0781 Eh

---

Question: Which of these has the lowest total charge?
Answer: C21H19FeNO5